{
  "formula": "C4H8FN",
  "method": "ωB97M-V/def2-TZVPD",
  "energy_ha": -311.7633,
  "homo_lumo_gap_ev": 10.70,
  "e_homo_ha": -0.349,
  "lumo_energy_ev": 1.208,
  "multiplicity": 1,
  "max_force_ha_per_bohr": 0.0968,
  "smiles": "C=CC[C@H](N)F",
  "elements": ["C", "C", "C", "C", "N", "F", "H", "H", "H", "H", "H", "H", "H", "H"],
  "coordinates": [[0.49110, 1.90187, -1.30936], [0.13740, 0.70199, -0.86671], [0.19008, 0.52532, 0.56403], [-0.55408, -0.99684, 1.04205], [0.17088, -2.01143, 0.36642], [-1.86313, -0.88045, 0.54038], [0.63090, 2.11742, -2.32949], [1.01551, 2.45383, -0.56885], [-0.25613, 0.01071, -1.57969], [-0.50698, 1.32491, 0.86753], [1.13712, 0.65138, 1.08129], [-0.50599, -0.98234, 2.14573], [-0.12733, -1.86429, -0.56889], [0.04066, -2.95209, 0.61556]]
}